# 1
This record from the Open Molecules 2025 dataset describes 2 unconnected molecules or ions with the total composition CH4N3. The level of theory is the ωB97M-V functional and the def2-TZVPD basis.

Output
DFT total energy = -204.50575 hartree
total charge = +1
relative energy (zero: lowest compared OMol25 entry of this formula, charge and spin) = 0.0 kcal/mol
2S+1 = 1
HOMO energy = -19.02 eV

```
8
Properties=species:S:1:pos:R:3:mulliken_charge:R:1
C -1.18022 -0.59577 -0.00283 -0.05
N 3.33251 -0.22058 -0.14957 -0.19
N 2.33354 0.02095 0.18380 0.16
N -0.79808 0.60595 -0.00689 -0.14
H -2.17697 -0.80630 0.02047 0.32
H -0.26031 -1.29268 0.02484 0.26
H 0.26090 0.92382 -0.06870 0.35
H -1.51136 1.36461 -0.00112 0.29
```

---

# 2
This record from the Open Molecules 2025 dataset describes a gas-phase ion, C3H3O3 (charge +1). The level of theory is the ωB97M-V functional and the def2-TZVPD basis.

Output
DFT total energy = -341.42522 hartree
total charge = +1
relative energy (zero: lowest compared OMol25 entry of this formula, charge and spin) = 52.3 kcal/mol
2S+1 = 1
HOMO energy = -16.13 eV

```
9
Properties=species:S:1:pos:R:3:mulliken_charge:R:1
C 0.42763 0.10516 1.90716 0.07
C -0.29379 0.28838 0.49136 0.26
C -0.12679 -0.10321 -1.93568 0.16
O 0.76525 0.88411 2.70093 -0.24
O 0.68910 -0.35983 -2.67208 -0.11
O 0.34977 0.52129 -0.54703 -0.13
H 0.67580 -0.98615 1.97187 0.31
H -1.24365 -0.18738 0.21184 0.31
H -1.24331 -0.16236 -2.12838 0.37
```

---

# 3
This record from the Open Molecules 2025 dataset describes 6 unconnected molecules or ions with the total composition C18H26O18. The level of theory is the ωB97M-V functional and the def2-TZVPD basis.

Output
DFT total energy = -2055.37924 hartree
total charge = +1
relative energy (zero: lowest compared OMol25 entry of this formula, charge and spin) = 0.3 kcal/mol
⟨S²⟩ = 0.76
2S+1 = 2
HOMO energy (spin up / spin down) = -12.60 / -12.60 eV

```
62
Properties=species:S:1:pos:R:3:mulliken_spin:R:1
C 5.62824 -0.98625 -2.34448 0.00
C 6.49328 -2.25073 -2.22479 0.00
O 5.82029 -2.92168 -1.24108 0.00
C 4.59750 -2.48506 -1.09225 0.00
O 3.72861 -3.15019 -0.48851 0.00
O 4.40021 -1.35940 -1.74212 0.00
H 5.46130 -0.75888 -3.39735 0.00
H 6.18818 -0.15678 -1.91260 0.00
H 7.47076 -2.10101 -1.76629 0.00
H 6.60497 -2.95339 -3.05056 0.00
C 0.06614 -3.78226 1.75619 0.00
C 0.11484 -3.78219 0.23941 0.00
O 0.16908 -5.23264 0.05791 0.00
C -0.39569 -5.84652 1.14696 0.00
O -0.58305 -7.08678 1.25943 0.00
O -0.52628 -5.00448 2.11850 0.00
H -0.60016 -3.03001 2.17841 0.00
H 1.06070 -3.73438 2.19965 0.00
H 1.04794 -3.38281 -0.15798 0.00
H -0.69066 -3.34393 -0.34983 0.00
C -1.56400 3.06536 -4.14135 0.01
C -2.10692 3.35020 -2.72035 0.00
O -3.42736 3.80394 -2.91046 0.00
C -3.59659 4.09397 -4.22053 0.00
O -4.57779 4.62438 -4.68676 0.00
O -2.48374 3.68275 -4.98392 0.00
H -1.60945 1.99060 -4.31715 0.00
H -0.61198 3.58095 -4.26757 0.00
H -1.60776 4.16323 -2.19317 0.00
H -2.07804 2.42471 -2.14526 0.00
C -3.65759 -2.58833 2.14897 0.00
C -3.07479 -1.56594 3.13912 0.00
O -2.77935 -0.55233 2.12408 0.00
C -2.40927 -1.12595 0.92987 0.00
O -1.86336 -0.54895 -0.01642 0.00
O -2.96080 -2.27557 0.95951 0.00
H -4.74702 -2.57817 2.11521 0.00
H -3.41703 -3.60237 2.46830 0.00
H -2.22563 -1.92049 3.72335 0.00
H -3.79046 -1.14550 3.84562 0.00
C 0.70253 1.04249 0.06131 0.01
C 1.39866 -0.28860 -0.13736 0.01
O 1.76600 -0.16471 -1.47745 0.08
C 0.91897 0.70377 -2.07720 -0.03
O 0.91372 0.86684 -3.29977 0.88
O 0.42874 1.47168 -1.20732 0.02
H 1.22410 1.79029 0.65870 0.00
H -0.29540 0.89868 0.47550 0.00
H 0.73901 -1.14517 0.00142 -0.01
H 2.31784 -0.25797 0.44767 0.01
C -2.72797 2.89502 1.09264 0.00
O -1.37386 3.15560 1.39122 0.00
C -1.01611 3.38774 2.65018 0.00
O -1.76562 3.65615 3.57260 0.00
O 0.26246 3.37689 2.76546 0.00
C 0.91505 4.06129 3.79760 0.00
H -3.25535 3.74055 0.65100 0.00
H -3.25471 2.42706 1.92430 0.00
H -2.76080 2.06527 0.38658 0.00
H 0.47665 3.95849 4.79024 0.00
H 0.97920 5.13988 3.65397 0.00
H 1.93963 3.69165 3.83897 0.00
```

---

Question: The highest relative energy (zero: lowest compared OMol25 entry of this formula, charge and spin) belongs to which entry?
Answer: C3H3O3

---

Question: 2S+1 of number 1 (CH4N3)?
Answer: 1

---

What did the second record say?
This record from the Open Molecules 2025 dataset describes a gas-phase ion, C3H3O3 (charge +1). The level of theory is the ωB97M-V functional and the def2-TZVPD basis.

Output
DFT total energy = -341.42522 hartree
total charge = +1
relative energy (zero: lowest compared OMol25 entry of this formula, charge and spin) = 52.3 kcal/mol
2S+1 = 1
HOMO energy = -16.13 eV

```
9
Properties=species:S:1:pos:R:3:mulliken_charge:R:1
C 0.42763 0.10516 1.90716 0.07
C -0.29379 0.28838 0.49136 0.26
C -0.12679 -0.10321 -1.93568 0.16
O 0.76525 0.88411 2.70093 -0.24
O 0.68910 -0.35983 -2.67208 -0.11
O 0.34977 0.52129 -0.54703 -0.13
H 0.67580 -0.98615 1.97187 0.31
H -1.24365 -0.18738 0.21184 0.31
H -1.24331 -0.16236 -2.12838 0.37
```